[1]
{"formula": "C30H33Br2GeN4O3PtS2", "method": "ωB97M-V with the def2-TZVPD basis set", "spin_multiplicity": 5, "total_energy_ha": -9747.39504, "charge": 3, "lumo_energy_ev": [-8.395, -11.152], "fmax_ev_per_a": 0.55, "s2": 6.05, "orbital_gap_ev": [7.158, 4.555], "symbols": ["Pt", "Br", "Br", "Ge", "S", "S", "O", "O", "O", "N", "N", "N", "N", "C", "C", "C", "C", "C", "C", "C", "C", "C", "C", "C", "C", "C", "C", "C", "C", "C", "C", "C", "C", "C", "C", "C", "C", "C", "C", "C", "C", "C", "C", "H", "H", "H", "H", "H", "H", "H", "H", "H", "H", "H", "H", "H", "H", "H", "H", "H", "H", "H", "H", "H", "H", "H", "H", "H", "H", "H", "H", "H", "H", "H", "H", "H"], "positions_angstrom": [[1.6673, -2.2210, 1.8277], [0.0332, -3.0791, -0.2250], [1.5993, -5.1389, 1.6011], [-1.1729, 1.7017, -1.2174], [4.3613, -3.0430, 5.7051], [-1.6301, -1.0270, 5.1480], [0.0914, -0.1221, 0.1000], [3.4837, -2.4636, 0.4131], [1.8052, -0.1013, 1.5319], [2.8052, -2.5322, 3.7165], [0.2090, -1.7861, 3.4809], [4.8713, -3.4054, 3.0682], [-1.7697, -1.0910, 2.4553], [0.7496, -1.8315, 4.7298], [-4.6199, 0.5988, 0.9404], [-0.1223, -1.4625, 5.7580], [-3.5324, 3.2343, -2.4443], [-3.5262, 1.2960, 0.4437], [-1.3355, 4.2163, -2.8630], [-0.9265, 0.2341, -5.1525], [-3.3250, 5.4763, -3.2936], [4.0076, -2.9914, 3.9855], [-0.5123, 1.1304, -2.9442], [-1.9342, 5.3846, -3.2860], [-4.8771, -0.6945, 0.4973], [1.0008, 0.4600, 0.7150], [1.2591, 1.9220, 0.4664], [2.1033, -2.2465, 4.8660], [-2.6700, 0.7085, -0.4888], [-4.0346, -1.2875, -0.4325], [0.2541, -4.9543, 0.2275], [0.8001, 1.4298, -3.3281], [-2.9349, -0.5914, -0.9195], [2.8070, -2.4560, 6.0332], [0.0570, 2.6965, -0.0586], [0.3840, 0.5101, -5.5080], [4.3076, -0.4292, -0.6943], [-1.0376, -1.3335, 3.5120], [-2.1397, 3.2066, -2.3084], [1.2484, 1.1093, -4.5962], [-1.3793, 0.5552, -3.8820], [4.5216, -1.4310, 0.4123], [-4.1206, 4.4068, -2.8688], [5.7841, -3.7531, 3.3127], [2.4735, -2.3108, 7.0458], [-2.2831, -1.0683, -1.6408], [3.2228, -2.6067, -0.5073], [-2.4138, 0.3640, -3.6235], [3.3334, 0.0459, -0.5970], [5.0735, 0.3422, -0.6388], [1.6882, 2.3700, 1.3630], [4.3897, -0.8994, -1.6752], [-4.2436, -2.2858, -0.7909], [-1.3254, -1.0499, 1.5394], [0.7336, 0.2728, -6.5037], [-3.3516, 2.3107, 0.7808], [2.0586, 1.9348, -0.2828], [1.4786, 1.9105, -2.6341], [-0.6876, -5.3261, 0.6170], [0.4043, 3.5636, -0.6184], [-1.5996, -0.2130, -5.8704], [-5.7428, -1.2293, 0.8633], [0.0823, -1.4295, 6.8142], [-5.1984, 4.4905, -2.8890], [-5.2853, 1.0694, 1.6498], [-4.1474, 2.3973, -2.1444], [-1.3300, 6.2063, -3.6441], [0.5827, -5.4890, -0.6575], [-0.2604, 4.1141, -2.9090], [4.4659, -0.9617, 1.3940], [4.6010, -3.4055, 2.0954], [-2.7277, -0.7659, 2.5215], [-3.7983, 6.3711, -3.6750], [-0.5505, 3.0825, 0.7622], [2.2660, 1.3333, -4.8857], [5.4813, -1.9425, 0.3048]], "lowdin_spin": [1.456, 0.064, 0.067, 0.047, 0.093, 0.130, 0.003, 0.061, 0.127, 0.057, 0.061, 0.046, 0.101, 0.080, 0.000, 0.277, 0.086, 0.001, 0.104, -0.003, 0.149, 0.036, 0.078, 0.019, 0.001, 0.011, 0.006, 0.039, 0.003, 0.001, 0.008, 0.029, 0.002, 0.199, 0.000, 0.047, 0.000, 0.049, 0.315, 0.012, 0.049, 0.004, 0.040, 0.000, 0.006, 0.000, 0.001, 0.000, 0.000, 0.000, 0.000, 0.000, 0.000, 0.001, 0.002, 0.000, 0.000, 0.001, 0.001, 0.001, -0.001, 0.000, 0.008, 0.002, 0.000, 0.004, 0.000, 0.002, 0.004, 0.000, 0.001, 0.001, 0.007, 0.000, 0.000, 0.002]}



[2]
{"formula": "C30H33BrGaN2O6SSi", "method": "ωB97M-V with the def2-TZVPD basis set", "total_energy_ha": -6910.78080, "relative_energy_kj_mol": 24.8, "charge": -1, "lumo_energy_ev": 2.452, "fmax_ev_per_a": 0.63, "orbital_gap_ev": 8.001, "symbols": ["Br", "Ga", "S", "Si", "O", "O", "O", "O", "O", "O", "N", "N", "C", "C", "C", "C", "C", "C", "C", "C", "C", "C", "C", "C", "C", "C", "C", "C", "C", "C", "C", "C", "C", "C", "C", "C", "C", "C", "C", "C", "C", "C", "H", "H", "H", "H", "H", "H", "H", "H", "H", "H", "H", "H", "H", "H", "H", "H", "H", "H", "H", "H", "H", "H", "H", "H", "H", "H", "H", "H", "H", "H", "H", "H", "H"], "positions_angstrom": [[-0.4975, -2.8425, 2.7116], [0.2232, -1.4580, 0.8096], [1.4578, -0.2156, -1.8230], [-0.7506, 1.8408, 1.7466], [-0.1246, -2.8988, -0.4166], [0.2004, 0.5040, -1.6127], [1.6110, -0.8550, -3.1027], [-1.5464, -4.0764, -1.6679], [1.7310, -1.1176, -0.6648], [-1.6038, -0.8378, -0.1937], [0.1791, 0.3662, 1.6107], [1.9389, -0.9511, 1.9991], [3.1421, -1.2926, 2.4409], [3.8302, 2.7080, -0.4211], [-1.7546, -1.4308, -3.3154], [-2.2544, -1.9217, -0.8893], [1.3577, 0.2359, 2.2750], [2.0194, 1.1384, 3.1324], [4.8012, 2.8564, -1.4096], [-2.0673, -0.8347, -4.5271], [-4.2740, -3.3755, -0.5915], [3.6417, -2.6410, 2.0273], [-2.6600, -1.3917, -2.2581], [-3.2883, -0.1973, -4.6976], [-2.3552, 1.8386, 0.7964], [3.8555, -0.4302, 3.2608], [3.2649, 0.7836, 3.6065], [-5.3703, -3.8199, 0.1270], [3.7028, 1.1223, -2.6925], [0.2094, 3.3154, 1.0822], [-3.7100, -1.8733, 1.1930], [5.8962, 3.8787, -1.2650], [-1.2470, -3.0986, -1.0098], [-5.6478, -3.2886, 1.3816], [2.7459, 0.9982, -1.7015], [-3.8770, -0.7426, -2.4313], [4.7241, 2.0510, -2.5409], [-4.1925, -0.1515, -3.6464], [-1.1562, 2.1529, 3.5672], [-4.8120, -2.3208, 1.9121], [2.8079, 1.7864, -0.5620], [-3.4411, -2.3885, -0.0662], [5.4780, 2.1468, -3.3151], [-6.0070, -4.5893, -0.2930], [-1.3481, -0.8660, -5.3356], [4.7122, -2.7349, 2.2075], [3.7938, 1.4697, 4.2588], [1.1742, 3.4690, 1.5713], [-2.2075, 1.7901, -0.2833], [-0.8753, 1.2946, 4.1819], [3.8779, 3.3187, 0.4743], [3.4349, -2.8051, 0.9697], [5.6519, 4.7946, -1.8088], [-5.0021, -1.9180, 2.8995], [-5.1458, 0.3486, -3.7686], [0.3876, 3.1940, 0.0112], [-3.0399, -1.1488, 1.6294], [1.5727, 2.0840, 3.4049], [6.0469, 4.1469, -0.2189], [-3.0366, 1.0389, 1.0804], [6.8423, 3.5057, -1.6598], [-0.3832, 4.2252, 1.2226], [-6.5044, -3.6395, 1.9447], [3.6415, 0.4919, -3.5696], [4.8389, -0.7028, 3.6177], [-2.8389, 2.7956, 1.0251], [-0.6462, 3.0346, 3.9645], [-1.1233, -0.2832, -0.8605], [-3.5319, 0.2684, -5.6448], [-4.0399, -3.7975, -1.5604], [2.0599, 1.6664, 0.2097], [-4.5854, -0.7010, -1.6125], [3.1174, -3.4164, 2.5899], [-0.7934, -1.9159, -3.1968], [-2.2308, 2.3099, 3.6913]], "lowdin_charge": [0.206, 0.078, 0.537, 0.442, -0.035, -0.314, -0.289, 0.088, -0.304, -0.072, -0.035, 0.070, -0.307, -0.029, -0.007, -0.284, -0.436, -0.033, -0.279, -0.063, -0.023, -0.011, -0.126, -0.099, -0.161, -0.047, -0.073, -0.081, -0.045, -0.171, -0.040, -0.060, -0.551, -0.104, -0.249, -0.017, -0.045, -0.087, -0.169, -0.078, -0.047, -0.145, 0.109, 0.097, 0.105, 0.074, 0.102, 0.017, 0.035, 0.031, 0.111, 0.085, 0.079, 0.100, 0.096, 0.030, 0.087, 0.084, 0.071, 0.018, 0.074, 0.032, 0.092, 0.110, 0.098, 0.036, 0.022, 0.058, 0.094, 0.123, 0.079, 0.121, 0.086, 0.115, 0.023]}